Entry 1:
{"formula": "C4H12NO2", "method": "wB97M-V/def2-TZVPD", "symbols": ["O", "O", "N", "C", "C", "C", "C", "H", "H", "H", "H", "H", "H", "H", "H", "H", "H", "H", "H"], "coordinates": [[3.84359, -2.34066, 0.54331], [1.77450, -0.70657, 0.51185], [0.20285, 0.85033, -0.53434], [-2.10329, 0.80747, 0.16588], [-0.66555, 0.60220, 0.63114], [1.66813, 0.45342, -0.10465], [-2.59386, -0.24606, -0.81801], [-2.15359, -1.20977, -0.53702], [-2.72988, 0.98412, 1.04988], [-2.16280, -0.05971, -1.80357], [-0.67169, -0.45484, 0.97341], [-3.67488, -0.19010, -0.97893], [1.84456, 1.35444, 0.51639], [3.17847, -1.57065, 0.47600], [2.23293, 0.53258, -1.09164], [-0.21635, 1.22467, 1.41819], [4.31644, -1.93279, 1.27770], [-2.12827, 1.73627, -0.42632], [0.03869, 0.16565, -1.26927]], "molar_mass_g_mol": 106.1, "multiplicity": 1, "charge": -1, "homo_lumo_gap_ev": 7.28, "total_energy_ev": -9927.554, "e_above_lowest_kj_mol": 64.6}



Entry 2:
{"formula": "C4H12NO2", "method": "wB97M-V/def2-TZVPD", "symbols": ["O", "O", "N", "C", "C", "C", "C", "H", "H", "H", "H", "H", "H", "H", "H", "H", "H", "H", "H"], "coordinates": [[-1.12481, 2.09730, -0.14641], [-3.14806, 2.74086, -1.39850], [0.90239, -0.83452, 0.76226], [2.29864, -1.14936, 0.56779], [-0.94772, 0.76386, 0.10353], [0.53412, 0.43421, 0.08051], [0.07268, -1.94461, 0.30984], [2.88252, -0.22830, 0.55633], [0.45714, -2.90311, 0.66829], [-2.29285, 2.43880, -0.75628], [-0.93406, -1.79487, 0.69438], [2.46956, -1.62361, -0.42487], [-1.46158, 0.12019, -0.66986], [1.03403, 0.48104, -0.89530], [-1.50094, 0.41836, 0.99757], [0.98768, 1.21039, 0.71114], [2.69011, -1.85043, 1.30718], [0.05246, -2.01609, -0.79144], [-2.97130, 3.63987, -1.67616]], "molar_mass_g_mol": 106.1, "multiplicity": 1, "charge": -1, "homo_lumo_gap_ev": 7.05, "total_energy_ev": -9927.295, "e_above_lowest_kj_mol": 89.6}



Entry 3:
{"formula": "C4H12NO2", "method": "wB97M-V/def2-TZVPD", "symbols": ["O", "O", "N", "C", "C", "C", "C", "H", "H", "H", "H", "H", "H", "H", "H", "H", "H", "H", "H"], "coordinates": [[2.72084, -0.22971, 3.22428], [2.35507, 0.06127, 0.38461], [-0.25584, -0.75702, -0.46967], [-0.03355, 0.20890, 0.62907], [-1.97459, -0.07427, -2.10631], [1.33321, 0.94303, 0.48017], [-1.61979, -0.98213, -0.90413], [-2.95364, -0.28379, -2.56426], [2.42022, -0.26833, 2.28792], [-1.39345, -0.29847, -3.01567], [-2.01005, 1.00050, -1.94512], [-1.83834, -2.02082, -1.16580], [1.33445, 1.52662, 1.44035], [3.55633, 0.22927, 3.20221], [-0.09396, -0.40740, 1.54149], [-2.24341, -0.79987, -0.02606], [-0.84373, 0.95435, 0.66450], [0.32034, -0.40456, -1.22675], [1.21990, 1.60244, -0.43083]], "molar_mass_g_mol": 106.1, "multiplicity": 1, "charge": -1, "homo_lumo_gap_ev": 6.52, "total_energy_ev": -9927.160, "e_above_lowest_kj_mol": 102.6}



Entry 4:
{"formula": "C4H12NO2", "method": "wB97M-V/def2-TZVPD", "symbols": ["O", "O", "N", "C", "C", "C", "C", "H", "H", "H", "H", "H", "H", "H", "H", "H", "H", "H", "H"], "coordinates": [[2.57326, 0.13889, -0.85054], [-1.75429, 2.55768, 0.13305], [0.40029, 0.84744, 0.08373], [-1.35345, -0.84404, -0.13424], [-0.13725, -0.36758, 0.70289], [1.38143, 0.50554, -1.18766], [0.83711, -1.51841, 0.91398], [1.17194, -2.02364, 0.01145], [-1.76208, 2.65894, -0.84228], [-1.63842, -1.89897, -0.00758], [-1.34382, -0.59644, -1.18837], [-2.28128, -0.41168, 0.28109], [0.68437, -0.17321, -1.76622], [0.55847, -2.30567, 1.62666], [1.70937, -1.04385, 1.38336], [-1.02245, 1.87922, 0.19829], [1.16638, 1.15216, 0.67986], [1.38100, 1.48907, -1.70056], [-0.57058, -0.04545, 1.66309]], "molar_mass_g_mol": 106.1, "multiplicity": 1, "charge": -1, "homo_lumo_gap_ev": 7.09, "total_energy_ev": -9927.386, "e_above_lowest_kj_mol": 80.8}



Entry 5:
{"formula": "C4H12NO2", "method": "wB97M-V/def2-TZVPD", "symbols": ["O", "O", "N", "C", "C", "C", "C", "H", "H", "H", "H", "H", "H", "H", "H", "H", "H", "H", "H"], "coordinates": [[2.03626, -0.44063, -1.84369], [-2.12895, -1.82765, -0.85274], [-0.10094, -0.06243, -0.93420], [0.76715, 1.82721, 0.58716], [-0.28394, 0.83041, 0.23230], [-0.60570, -0.22942, 1.53811], [1.21124, -0.81909, -0.83073], [-1.46598, -1.18340, -1.08555], [-1.29153, 0.23533, 2.21736], [1.52086, -0.64817, 0.21927], [0.33629, -0.29127, 2.03196], [-0.88056, -1.10353, 1.02984], [0.92013, 2.49731, -0.21784], [-2.16610, -2.40977, -1.60765], [0.22691, 0.37794, -1.80433], [0.52935, 2.51797, 1.44143], [1.70328, 1.35021, 0.74298], [0.92182, -1.94146, -0.84916], [-1.24958, 1.32046, -0.01453]], "molar_mass_g_mol": 106.1, "multiplicity": 1, "charge": -1, "homo_lumo_gap_ev": 6.83, "total_energy_ev": -9926.861, "e_above_lowest_kj_mol": 131.5}



Entry 6:
{"formula": "C4H12NO2", "method": "wB97M-V/def2-TZVPD", "symbols": ["O", "O", "N", "C", "C", "C", "C", "H", "H", "H", "H", "H", "H", "H", "H", "H", "H", "H", "H"], "coordinates": [[-0.79424, -1.33890, 2.51845], [-1.83092, 0.38180, 1.11217], [-1.12700, 0.49279, -1.10314], [1.28513, -0.18783, -1.30837], [0.25108, 0.72320, -0.62708], [-2.00413, 1.02106, 0.07813], [2.19760, -0.72720, -0.20779], [2.62114, -1.75350, -0.32496], [1.75329, 0.41476, -1.99100], [-1.79872, 2.12772, 0.00431], [-0.81202, -1.15465, 1.54345], [0.24532, 0.37492, 0.45077], [1.59867, -0.76283, 0.73002], [0.78820, -0.97438, -1.85907], [0.49372, 1.76913, -0.87223], [-3.09542, 1.11172, -0.42875], [-1.20173, -0.51374, -0.89492], [-1.54936, -0.79209, 2.87496], [2.97938, -0.21200, 0.30506]], "molar_mass_g_mol": 106.1, "multiplicity": 1, "charge": -1, "homo_lumo_gap_ev": 7.15, "total_energy_ev": -9926.280, "e_above_lowest_kj_mol": 187.6}



Entry 7:
{"formula": "C4H12NO2", "method": "wB97M-V/def2-TZVPD", "symbols": ["O", "O", "N", "C", "C", "C", "C", "H", "H", "H", "H", "H", "H", "H", "H", "H", "H", "H", "H"], "coordinates": [[1.58460, 0.21918, -2.26721], [-2.98792, -0.21195, -0.98469], [-0.32082, -0.58060, -0.80031], [1.74675, -0.44764, 0.73154], [-0.28529, 0.67995, 1.47425], [0.16204, -0.51559, 0.57528], [0.40054, 0.51095, -1.65659], [2.12691, 0.67508, 0.69784], [-0.07281, -1.45912, -1.26506], [-0.30945, -1.43168, 1.02345], [0.49966, 1.43923, -0.85407], [2.29219, -0.97844, -0.02620], [-0.43820, 1.03465, -2.19849], [-1.38116, 0.90631, 1.43681], [-2.07528, -0.11029, -0.66707], [-3.15716, -1.14637, -0.75094], [0.14639, 1.73373, 1.30003], [0.04003, 0.56725, 2.53971], [2.02899, -0.88463, 1.69173]], "molar_mass_g_mol": 106.1, "multiplicity": 2, "homo_lumo_gap_ev": [10.54, 7.60], "total_energy_ev": -9924.203, "e_above_lowest_kj_mol": 136.8}



Entry 8:
{"formula": "C4H12NO2", "method": "wB97M-V/def2-TZVPD", "symbols": ["O", "O", "N", "C", "C", "C", "C", "H", "H", "H", "H", "H", "H", "H", "H", "H", "H", "H", "H"], "coordinates": [[-1.59214, 0.24060, 0.78191], [1.33258, 1.05220, 1.32367], [2.16619, 0.63839, -1.07702], [2.00997, -0.58077, -0.21871], [1.25203, -0.10499, 1.02203], [-1.73151, -0.70907, -0.28448], [-3.04398, -0.54932, -1.02909], [2.10730, 1.43935, -0.41630], [0.67087, -0.85382, 1.57131], [3.00277, -0.97094, -0.00062], [1.38803, 0.73096, -1.73415], [3.03671, 0.66617, -1.60791], [-3.26632, -1.44813, -1.60354], [1.47631, -1.36423, -0.75261], [-3.83015, -0.43963, -0.28249], [-1.61203, -1.70610, 0.13845], [-3.02314, 0.30313, -1.70392], [-2.20480, 0.95328, 0.57300], [-0.89098, -0.57009, -0.98709]], "molar_mass_g_mol": 106.1, "multiplicity": 1, "charge": 1, "homo_lumo_gap_ev": 10.00, "total_energy_ev": -9920.116, "e_above_lowest_kj_mol": 204.0}



Entry 9:
{"formula": "C4H12NO2", "method": "wB97M-V/def2-TZVPD", "symbols": ["O", "O", "N", "C", "C", "C", "C", "H", "H", "H", "H", "H", "H", "H", "H", "H", "H", "H", "H"], "coordinates": [[0.06331, -4.22539, -2.73593], [0.39750, -2.64024, -0.20588], [-0.46656, -0.03970, 0.50196], [0.34683, 3.22275, -0.16409], [-0.53425, 0.13113, 1.91422], [-0.18267, 2.41138, 0.88385], [0.31489, 1.09515, 1.09298], [1.01266, -4.18793, -2.88566], [-1.44275, 0.53309, 2.33057], [1.33311, 0.74637, 1.04316], [-0.61402, 2.96162, 1.72182], [-0.05078, -0.61255, 2.52837], [-0.02967, 4.22947, -0.24748], [-0.27358, -4.85219, -3.39517], [1.44166, 3.24981, -0.20923], [0.10099, 2.71835, -1.11498], [-0.07892, -1.80454, -0.12369], [0.07811, -2.97763, -1.05842], [-1.41584, 0.04106, 0.12360]], "molar_mass_g_mol": 106.1, "multiplicity": 1, "charge": 1, "homo_lumo_gap_ev": 5.84, "total_energy_ev": -9916.680, "e_above_lowest_kj_mol": 535.5}



Entry 10:
{"formula": "C4H12NO2", "method": "wB97M-V/def2-TZVPD", "symbols": ["O", "O", "N", "C", "C", "C", "C", "H", "H", "H", "H", "H", "H", "H", "H", "H", "H", "H", "H"], "coordinates": [[0.00292, -1.49526, 1.85799], [0.17093, 3.44191, -0.17483], [0.59696, 0.78510, 0.81059], [-0.54041, -2.26389, 1.09750], [0.75371, 0.07923, -0.53145], [-0.88014, -1.99735, -0.33742], [-0.47650, -0.68194, -1.01565], [1.51756, 1.14281, 1.04679], [-0.83544, -3.25956, 1.46294], [-1.33363, -0.01849, -1.07601], [0.17174, 0.16032, 1.50573], [-1.95926, -2.10914, -0.41567], [1.62887, -0.54943, -0.40244], [0.04167, 1.64845, 0.70234], [-0.41577, -2.82588, -0.86808], [-0.20833, -0.92969, -2.03427], [-0.31962, 4.27139, -0.13953], [1.08966, 3.71986, -0.26606], [0.99510, 0.88152, -1.22247]], "molar_mass_g_mol": 106.1, "multiplicity": 1, "charge": 1, "homo_lumo_gap_ev": 11.25, "total_energy_ev": -9921.453, "e_above_lowest_kj_mol": 74.9}



Entry 11:
{"formula": "C4H12NO2", "method": "wB97M-V/def2-TZVPD", "symbols": ["O", "O", "N", "C", "C", "C", "C", "H", "H", "H", "H", "H", "H", "H", "H", "H", "H", "H", "H"], "coordinates": [[-1.24607, -0.66960, 0.80420], [-0.10466, 1.29670, -1.84839], [-1.11855, 2.12488, 2.49097], [-0.36878, -1.49279, 0.31139], [1.86392, 1.39651, -0.23221], [-0.64485, -2.56134, -0.70019], [0.84628, 0.87466, -1.00846], [2.53330, 0.80259, 0.34898], [1.97592, 2.41751, -0.27994], [-0.16641, -3.46754, -0.42256], [-1.25226, 2.65505, 1.68595], [-1.39293, 2.69428, 3.36365], [-2.10624, -0.75454, 0.33194], [-0.19902, 1.80246, 2.45846], [-0.01802, -2.10815, -1.60355], [0.96877, -0.22862, -0.94265], [0.17141, 0.88705, -2.63864], [0.58656, -1.41101, 0.91823], [-1.71099, -2.76310, -0.95868]], "molar_mass_g_mol": 106.1, "multiplicity": 1, "charge": 1, "homo_lumo_gap_ev": 6.84, "total_energy_ev": -9917.214, "e_above_lowest_kj_mol": 483.9}



Entry 12:
{"formula": "C4H12NO2", "method": "wB97M-V/def2-TZVPD", "symbols": ["O", "O", "N", "C", "C", "C", "C", "H", "H", "H", "H", "H", "H", "H", "H", "H", "H", "H", "H"], "coordinates": [[-1.72308, -2.31504, 0.64603], [-0.48850, 4.04106, -0.92191], [-0.72099, 0.07355, -1.43889], [1.08069, -0.90624, 0.18169], [-0.79815, -2.32725, 1.40395], [0.50514, 0.34816, -0.57196], [0.40409, -1.45751, 1.47843], [-1.22054, 0.92686, -1.72594], [1.18155, -1.99377, 2.04563], [1.30471, 0.70542, -1.21298], [-0.35689, -0.32691, -2.31282], [-0.34820, 3.82050, 0.00846], [-0.85419, -3.20202, 2.10731], [-0.19870, 4.98435, -0.89234], [1.19104, -1.73121, -0.53744], [0.20721, 1.12458, 0.12605], [-1.42129, -0.53484, -1.04108], [0.17464, -0.64217, 2.18666], [2.08144, -0.58751, 0.47114]], "molar_mass_g_mol": 106.1, "multiplicity": 2, "charge": 2, "homo_lumo_gap_ev": [7.29, 3.46], "total_energy_ev": -9906.872, "e_above_lowest_kj_mol": 54.3}